{
  "formula": "C2H7OS",
  "method": "ωB97M-V/def2-TZVPD",
  "symbols": ["O", "H", "C", "S", "C", "H", "H", "H", "H", "H", "H"],
  "coordinates": [[2.058, 1.578, -1.064], [1.535, 1.704, -1.862], [-0.927, 0.989, 0.478], [-0.407, -0.548, -0.259], [-0.757, -1.760, 0.994], [-1.077, 1.001, 1.552], [-0.495, 1.875, 0.056], [1.418, 1.188, -0.441], [-1.593, -1.382, 1.567], [-1.155, -2.583, 0.410], [0.065, -2.018, 1.662]],
  "forces_ev_per_a": [[0.0, 0.1, -0.1], [0.0, -0.1, 0.1], [-1.0, 0.0, 0.3], [0.4, 0.2, -0.6], [-0.4, 0.2, -0.3], [0.4, -0.2, 0.1], [0.5, 0.3, -0.1], [0.0, 0.0, 0.0], [-0.3, 0.1, 0.4], [0.3, -0.6, 0.3], [0.0, -0.1, 0.0]],
  "mulliken_charge": [-0.70, 0.33, -0.90, -0.27, -0.79, -0.03, 0.40, 0.25, 0.25, 0.24, 0.21],
  "homo_lumo_gap_ha": 0.16595,
  "max_force_ev_per_a": 1.1,
  "spin_multiplicity": 1,
  "charge": -1
}

{
  "formula": "C3H5N3S",
  "method": "ωB97M-V/def2-TZVPD",
  "symbols": ["C", "C", "C", "N", "N", "N", "S", "H", "H", "H", "H", "H"],
  "coordinates": [[-0.303, -1.194, -0.181], [-0.198, 0.624, -2.402], [0.084, -1.386, 1.210], [-0.223, -0.488, -2.843], [-0.155, -1.726, -2.837], [-0.790, 1.781, -2.193], [0.057, -2.388, -1.235], [0.314, -0.434, 1.710], [-0.936, -1.665, 1.593], [0.847, -2.193, 1.587], [-1.813, 1.892, -2.218], [-0.341, 2.339, -1.534]],
  "forces_ev_per_a": [[1.1, -0.5, -1.7], [0.4, -1.2, 0.5], [-0.2, -1.2, 2.0], [-0.6, 1.4, -0.1], [0.3, -1.1, -0.3], [-1.6, -0.3, -1.0], [-0.3, 1.0, 0.5], [0.0, -0.3, -0.2], [0.7, 0.1, 0.4], [-1.3, 1.3, -1.0], [0.7, -0.4, 0.1], [0.8, 1.3, 0.9]],
  "mulliken_charge": [-0.21, 0.30, -0.76, 0.50, -0.83, -0.38, 0.12, 0.25, 0.25, 0.28, 0.24, 0.25],
  "homo_lumo_gap_ha": 0.31403,
  "max_force_ev_per_a": 2.3,
  "spin_multiplicity": 1
}

{
  "formula": "C19H34CdF6OP2",
  "method": "ωB97M-V/def2-TZVPD",
  "symbols": ["P", "P", "C", "C", "H", "H", "H", "H", "C", "H", "H", "H", "C", "H", "H", "H", "C", "H", "H", "H", "C", "H", "H", "H", "Cd", "C", "C", "C", "C", "C", "C", "C", "C", "C", "H", "H", "H", "H", "H", "H", "H", "H", "H", "H", "H", "H", "H", "H", "H", "C", "C", "O", "C", "F", "F", "F", "C", "F", "F", "F", "H", "H", "H"],
  "coordinates": [[1.681, 2.783, 1.162], [0.784, -0.179, -2.963], [2.056, 2.067, -0.776], [1.146, 1.710, -2.019], [3.096, 1.540, -0.743], [2.439, 3.096, -0.975], [0.099, 2.077, -1.843], [1.566, 2.220, -2.908], [2.178, -0.999, -4.027], [1.887, -2.054, -4.128], [3.140, -1.042, -3.484], [2.277, -0.470, -5.004], [-0.179, 0.446, -4.374], [0.474, 0.888, -5.149], [-0.884, 1.167, -3.939], [-0.760, -0.403, -4.758], [3.410, 2.731, 1.768], [3.335, 2.694, 2.864], [3.906, 3.669, 1.520], [4.064, 1.894, 1.492], [1.454, 4.549, 0.872], [0.963, 4.834, -0.065], [2.403, 5.072, 0.963], [0.821, 4.910, 1.683], [2.261, -0.135, -0.325], [3.589, 2.375, -3.991], [4.195, 1.345, -3.383], [5.628, 1.341, -3.036], [6.005, 2.465, -2.026], [4.876, 2.870, -1.181], [4.055, 3.923, -1.423], [3.933, 4.614, -2.760], [4.071, 3.782, -4.064], [0.653, 0.165, 1.498], [2.681, 2.207, -4.597], [3.774, 0.367, -3.488], [6.236, 1.469, -3.950], [5.884, 0.360, -2.606], [6.746, 2.029, -1.345], [6.453, 3.320, -2.553], [4.815, 2.337, -0.235], [3.683, 4.564, -0.593], [4.723, 5.385, -2.756], [2.963, 5.144, -2.788], [3.399, 4.260, -4.796], [5.102, 3.869, -4.436], [-0.337, -0.206, 1.161], [0.407, 1.120, 2.009], [0.998, -0.459, 2.321], [-1.622, -2.456, 0.114], [-1.867, -1.468, -1.033], [-0.853, -0.599, -1.121], [-2.036, -2.293, -2.360], [-2.941, -3.315, -2.215], [-2.461, -1.547, -3.432], [-0.840, -2.871, -2.720], [-3.248, -0.729, -0.679], [-4.252, -1.656, -0.555], [-3.122, -0.093, 0.521], [-3.627, 0.176, -1.606], [-0.692, -2.964, -0.147], [-2.409, -3.218, 0.152], [-1.512, -1.878, 1.049]],
  "forces_ev_per_a": [[-0.8, -1.5, -1.6], [1.7, 0.2, 1.9], [0.4, 2.5, 0.3], [-0.7, -0.1, -0.9], [-1.1, 1.3, -0.4], [-0.4, -1.3, -0.6], [0.9, -0.7, -0.1], [-0.4, 0.0, 0.8], [-0.1, 0.8, 0.3], [-0.3, 0.4, -0.2], [-0.7, -0.2, -0.3], [0.2, -0.7, 0.5], [-0.5, 0.2, 0.5], [-0.4, -0.2, 0.4], [0.1, -0.1, -0.5], [0.2, 0.3, -0.1], [0.4, 0.3, 0.6], [0.0, 0.0, -0.2], [0.3, -0.1, -0.1], [-0.5, 0.1, 0.0], [0.4, 1.1, -0.2], [0.1, -0.2, 0.1], [0.0, 0.4, -0.2], [-0.1, 0.0, 0.0], [-2.5, -2.2, 1.6], [-0.2, -0.8, -0.2], [-0.2, 0.5, -2.1], [1.0, 0.2, 0.8], [0.5, -1.0, -0.9], [-0.5, 2.0, 0.8], [2.1, 0.3, 0.2], [0.2, 0.4, 0.2], [-0.2, 0.6, -0.2], [-0.7, -0.8, 1.1], [0.2, -0.2, 0.8], [-0.2, 0.3, 0.1], [-0.2, -0.2, 0.3], [0.0, 0.3, -0.1], [0.2, 0.4, -0.2], [-0.2, -0.2, 0.2], [0.2, 0.5, 0.0], [-0.4, -1.2, -0.5], [-0.4, 0.1, -0.2], [0.4, -0.2, 0.1], [0.6, 0.1, 0.1], [-0.2, -0.2, 0.0], [1.0, -0.1, -0.5], [0.6, -0.8, -0.9], [0.1, -0.4, 0.0], [-0.1, -0.4, -0.2], [-0.6, 0.3, 0.2], [0.1, 0.7, -0.7], [-0.5, -0.4, -0.1], [0.8, 0.7, -0.4], [0.5, -0.7, 0.9], [-1.1, 0.5, 0.2], [0.7, -0.8, -0.2], [0.3, 1.0, 0.0], [-0.3, -0.3, -1.0], [0.1, -0.3, 0.6], [0.1, 0.1, 0.3], [0.1, 0.2, 0.4], [-0.1, -0.6, -0.5]],
  "mulliken_charge": [0.19, 0.84, 0.17, -0.77, 0.55, -0.83, 0.32, 0.49, -1.38, 0.48, 0.47, 0.33, -1.43, 0.48, 0.37, 0.42, -1.03, 0.42, 0.29, 0.38, -1.10, 0.33, 0.41, 0.38, -0.23, -0.35, 1.34, -1.04, -1.00, 0.08, 0.29, -1.14, -0.97, -1.27, 0.42, -0.94, 0.33, 0.33, 0.46, 0.32, 0.09, 0.47, 0.39, 0.33, 0.36, 0.37, 0.11, 0.42, 0.57, -1.86, 0.86, -0.25, 0.39, -0.28, -0.26, -0.26, 0.70, -0.28, -0.25, -0.26, 0.38, 0.41, 0.42],
  "homo_lumo_gap_ha": [0.17507, 0.21780],
  "max_force_ev_per_a": 3.7,
  "spin_multiplicity": 1
}

{
  "formula": "C54H50FN3O5P2RuS2Si",
  "method": "ωB97M-V/def2-TZVPD",
  "symbols": ["Ru", "C", "Si", "C", "C", "C", "C", "C", "C", "N", "C", "S", "H", "H", "H", "H", "H", "H", "H", "H", "H", "H", "H", "H", "O", "P", "C", "P", "O", "C", "C", "C", "C", "C", "C", "C", "C", "C", "C", "C", "C", "C", "C", "C", "C", "C", "C", "C", "C", "C", "C", "C", "C", "H", "H", "H", "H", "H", "H", "H", "H", "H", "H", "H", "H", "H", "H", "H", "H", "H", "H", "H", "H", "H", "H", "C", "C", "C", "C", "C", "C", "C", "F", "C", "C", "C", "O", "C", "C", "N", "C", "C", "O", "O", "H", "H", "H", "H", "H", "H", "H", "H", "H", "H", "H", "S", "C", "N", "C", "C", "C", "C", "C", "C", "H", "H", "H", "H", "H"],
  "coordinates": [[1.364, 0.472, 0.664], [-4.466, 0.915, 1.252], [-3.814, 2.222, 2.467], [-3.835, 1.520, 4.242], [-4.889, 3.800, 2.460], [-2.006, 2.782, 2.210], [-1.586, 3.988, 2.757], [-0.260, 4.393, 2.687], [0.651, 3.547, 2.074], [0.274, 2.386, 1.570], [-1.008, 2.008, 1.616], [-1.253, 0.467, 0.866], [-5.520, 0.725, 1.438], [-3.935, -0.025, 1.363], [-4.359, 1.225, 0.219], [-4.844, 1.231, 4.517], [-3.501, 2.260, 4.964], [-3.199, 0.646, 4.346], [-5.858, 3.594, 2.018], [-4.456, 4.626, 1.908], [-5.070, 4.143, 3.473], [-2.317, 4.613, 3.247], [0.068, 5.321, 3.127], [1.701, 3.793, 1.987], [2.726, 0.160, -1.152], [1.861, -0.231, -2.302], [0.086, 0.320, -2.379], [0.188, 2.133, -2.111], [1.258, 2.489, -1.152], [0.228, 2.907, -3.755], [-0.637, 2.451, -4.746], [-0.748, 3.142, -5.936], [-0.013, 4.300, -6.141], [0.843, 4.754, -5.153], [0.962, 4.065, -3.957], [-1.430, 2.744, -1.551], [-2.652, 2.227, -1.957], [-3.818, 2.881, -1.602], [-3.763, 4.029, -0.829], [-2.544, 4.545, -0.419], [-1.377, 3.912, -0.801], [2.493, 0.817, -3.676], [3.572, 1.645, -3.404], [4.127, 2.427, -4.400], [3.609, 2.381, -5.682], [2.544, 1.543, -5.964], [1.990, 0.757, -4.970], [2.109, -1.867, -3.019], [3.312, -2.495, -2.738], [3.639, -3.674, -3.382], [2.769, -4.211, -4.317], [1.555, -3.595, -4.573], [1.220, -2.423, -3.922], [-0.564, -0.134, -1.626], [-0.293, 0.070, -3.369], [-1.230, 1.559, -4.597], [-1.425, 2.788, -6.698], [-0.118, 4.847, -7.068], [1.403, 5.664, -5.302], [1.624, 4.415, -3.177], [-2.688, 1.321, -2.543], [-4.772, 2.492, -1.928], [-4.678, 4.523, -0.547], [-2.496, 5.435, 0.191], [-0.407, 4.305, -0.526], [3.977, 1.672, -2.403], [4.974, 3.056, -4.174], [4.046, 2.992, -6.458], [2.150, 1.497, -6.968], [1.173, 0.094, -5.212], [3.976, -2.053, -2.009], [4.577, -4.167, -3.169], [3.025, -5.118, -4.844], [0.863, -4.018, -5.286], [0.259, -1.968, -4.099], [-1.277, -6.964, 1.978], [-2.287, -5.823, 1.858], [-3.386, -5.879, 2.914], [-2.815, -5.667, 4.312], [-1.903, -4.475, 4.352], [-1.652, -3.845, 5.553], [-0.852, -2.706, 5.590], [-0.679, -2.063, 6.755], [-0.254, -2.212, 4.458], [-0.467, -2.852, 3.232], [0.181, -2.309, 2.033], [1.012, -1.382, 2.154], [-0.244, -2.928, 0.816], [-1.082, -4.009, 0.842], [-1.575, -4.557, 1.951], [-1.316, -3.978, 3.171], [0.152, -2.448, -0.559], [-0.349, -2.986, -1.535], [0.977, -1.478, -0.603], [-1.787, -7.923, 1.962], [-0.724, -6.871, 2.908], [-0.572, -6.931, 1.150], [-2.751, -5.861, 0.868], [-3.890, -6.843, 2.851], [-4.129, -5.110, 2.690], [-2.263, -6.553, 4.641], [-3.637, -5.527, 5.017], [-2.083, -4.224, 6.466], [0.384, -1.342, 4.489], [-1.364, -4.455, -0.103], [3.292, -0.052, 4.902], [2.176, 0.661, 3.795], [2.608, 0.859, 2.593], [3.911, 0.452, 2.451], [4.670, 0.555, 1.286], [5.979, 0.120, 1.317], [6.541, -0.390, 2.490], [5.803, -0.490, 3.654], [4.481, -0.072, 3.629], [1.191, 0.940, 4.127], [4.216, 0.977, 0.395], [6.585, 0.177, 0.427], [7.575, -0.702, 2.491], [6.240, -0.882, 4.558]],
  "forces_ev_per_a": [[-2.5, -1.5, 1.4], [0.4, 0.4, 0.3], [-0.4, 0.1, 0.5], [0.0, 0.2, -0.7], [0.3, -0.5, 0.0], [-0.3, -0.4, -0.1], [0.0, -0.2, 0.0], [0.2, -0.1, 0.0], [0.1, 0.5, 0.2], [0.2, -1.3, -0.5], [0.0, 0.7, 0.3], [1.5, -0.7, 0.1], [-0.2, 0.1, 0.1], [0.1, -0.2, 0.1], [0.0, 0.1, -0.1], [-0.3, -0.1, 0.1], [0.1, 0.2, 0.1], [0.1, -0.2, 0.0], [-0.2, -0.1, -0.1], [0.2, 0.1, -0.2], [0.0, 0.0, 0.2], [0.0, 0.2, 0.1], [0.0, 0.1, 0.0], [0.0, 0.0, 0.0], [0.7, 0.4, 2.1], [-0.8, -0.3, -2.6], [0.4, 0.3, 0.4], [-1.6, -0.2, -1.1], [0.7, 0.2, 0.6], [0.0, 0.0, 0.4], [0.0, 0.1, 0.0], [-0.1, -0.1, 0.0], [0.1, 0.0, 0.0], [0.0, 0.1, -0.1], [0.1, -0.1, 0.1], [0.4, 0.0, -0.1], [0.1, 0.0, 0.0], [0.0, -0.1, -0.1], [0.0, 0.2, 0.1], [-0.1, 0.1, -0.1], [0.2, 0.0, -0.1], [0.2, -0.4, 0.4], [0.1, 0.1, 0.1], [0.1, 0.0, -0.1], [0.1, 0.1, 0.1], [-0.1, -0.1, -0.2], [0.2, 0.0, 0.0], [0.0, 0.4, 0.2], [0.0, 0.1, 0.1], [0.1, -0.1, -0.1], [-0.1, -0.1, 0.0], [0.0, 0.1, -0.1], [0.1, 0.0, 0.0], [0.2, 0.1, -0.3], [0.1, 0.1, -0.1], [-0.1, -0.1, 0.0], [0.0, 0.0, -0.1], [0.0, 0.0, 0.0], [0.1, 0.1, 0.0], [0.1, 0.0, 0.0], [-0.1, -0.1, -0.1], [-0.1, 0.0, 0.0], [-0.2, 0.1, 0.0], [0.0, 0.1, 0.0], [0.0, 0.1, 0.1], [0.0, 0.0, 0.0], [0.1, 0.1, 0.0], [0.0, 0.0, -0.1], [-0.1, 0.0, -0.1], [-0.1, -0.1, -0.1], [0.1, 0.0, 0.1], [0.1, 0.0, 0.0], [0.1, -0.1, 0.0], [0.0, -0.1, -0.1], [-0.2, 0.0, -0.1], [-0.2, 0.1, -0.1], [-0.3, -0.8, 0.0], [0.1, 0.0, 0.0], [-0.1, -0.2, -0.1], [0.0, 0.0, 0.1], [0.1, 0.2, -0.2], [0.1, 0.1, -0.4], [0.0, -0.1, 0.0], [-0.1, -0.2, 0.2], [0.0, -0.1, 0.1], [-0.4, -0.6, -0.3], [0.2, 1.0, -0.3], [0.3, 0.5, -0.1], [0.1, 0.1, 0.0], [0.0, 0.3, -0.5], [0.4, 0.6, 0.6], [-1.1, -0.8, 0.6], [0.0, 0.1, -0.1], [0.8, 1.8, 0.7], [0.0, -0.1, 0.0], [0.1, -0.1, 0.1], [0.1, 0.0, 0.0], [0.1, 0.1, 0.1], [0.0, 0.0, 0.0], [0.0, 0.0, 0.0], [-0.1, 0.0, 0.0], [0.1, 0.0, 0.0], [-0.1, 0.0, 0.1], [0.0, 0.0, 0.0], [0.0, -0.1, 0.0], [-0.1, 0.4, -0.6], [0.1, 0.0, 0.4], [-0.6, -0.3, -1.6], [1.2, -0.3, 0.4], [-0.1, 0.1, 0.0], [-0.1, 0.1, 0.0], [0.0, 0.0, 0.2], [0.1, -0.1, 0.0], [-0.4, 0.2, -0.3], [-0.3, -0.1, -0.1], [0.1, -0.1, 0.0], [0.0, 0.1, -0.1], [0.0, 0.0, 0.0], [0.1, 0.0, 0.1]],
  "mulliken_spin": [1.34, -0.04, 0.02, 0.00, 0.00, 0.02, -0.01, 0.01, 0.00, 0.06, -0.08, -0.39, 0.00, 0.01, 0.01, 0.00, 0.00, 0.00, 0.00, 0.00, 0.00, 0.00, 0.00, 0.00, 0.02, -0.01, 0.02, 0.00, 0.00, 0.00, 0.00, 0.00, 0.00, 0.00, 0.00, 0.00, 0.00, 0.00, 0.00, 0.00, 0.00, 0.01, 0.00, 0.00, 0.00, 0.00, 0.00, 0.00, 0.00, 0.00, 0.00, 0.00, 0.00, 0.00, 0.00, 0.00, 0.00, 0.00, 0.00, 0.00, 0.00, 0.00, 0.00, 0.00, 0.00, 0.00, 0.00, 0.00, 0.00, 0.00, 0.00, 0.00, 0.00, 0.00, 0.00, 0.00, 0.00, 0.00, 0.00, 0.00, 0.00, 0.00, 0.00, 0.00, 0.01, -0.01, 0.02, 0.01, 0.00, 0.00, 0.00, 0.01, -0.01, -0.01, 0.00, 0.00, 0.00, 0.00, 0.00, 0.00, 0.00, 0.00, 0.00, 0.00, 0.00, 0.00, 0.00, -0.02, 0.01, -0.01, 0.00, 0.00, 0.00, 0.00, 0.00, 0.00, 0.00, 0.00, 0.00],
  "homo_lumo_gap_ha": [0.22574, 0.25970],
  "max_force_ev_per_a": 3.3,
  "s_squared": 1.144,
  "spin_multiplicity": 2,
  "charge": 1
}